DFT (ωB97M-V/def2-TZVPD) results for a 8-piece molecular cluster, C32H77N7O8 overall at a distorted geometry.

Structure (XYZ):
```
124
Properties=species:S:1:pos:R:3:forces:R:3:mulliken_charge:R:1
C -3.100478 0.256057 2.783264 0.9 0.6 1.2 -0.6104
O -3.208119 -0.300530 1.522745 1.2 -1.0 -1.6 -0.4869
H -3.954033 0.906439 2.926346 0.0 0.3 0.1 0.3496
H -3.109160 -0.487108 3.576614 -0.2 -0.4 0.2 0.2977
H -2.131283 0.793618 2.937361 -0.8 0.0 -0.3 0.0485
H -2.308474 -0.630075 1.251519 -0.9 0.4 0.4 0.1077
C -0.302206 -1.359501 -0.533907 1.5 -1.8 0.5 -1.3261
O -0.541481 -1.296440 0.866182 0.1 0.4 -0.3 -0.1642
H -0.066396 -2.418407 -0.787711 -0.2 0.6 -0.2 0.3695
H -1.149878 -1.079282 -1.063607 -1.9 0.4 -0.7 0.2762
H 0.500308 -0.743962 -0.924733 0.4 0.2 0.4 0.8556
H 0.218520 -1.724204 1.277733 0.1 0.0 0.5 -0.0442
C -6.649643 -1.913333 -3.862250 -0.7 0.3 -0.2 -0.6643
O -5.575286 -1.495352 -3.079574 0.3 1.1 0.5 -0.3947
H -6.490006 -1.661710 -4.938934 0.1 -0.8 0.5 0.2496
H -6.844702 -2.987238 -3.635299 -0.3 0.7 -0.7 0.2716
H -7.515903 -1.268522 -3.595230 0.3 -0.7 0.1 0.2121
H -4.934499 -2.197931 -2.930833 0.5 -0.6 -0.2 0.3197
C 0.299858 -0.918415 5.522401 1.1 -0.1 -1.4 -1.3790
C 0.896866 0.454860 5.828238 0.3 1.0 -0.7 1.9142
C 1.071935 0.630536 7.324427 1.7 0.3 -0.3 -1.4934
C 2.076579 -0.400174 7.972600 -2.3 1.0 -0.4 -0.5889
C 3.370722 -0.007788 7.388814 0.7 1.4 -0.3 -1.5183
C 3.382007 0.079952 5.813428 2.0 -0.9 2.4 1.9390
N 2.258374 0.797842 5.328785 -0.9 0.6 -1.4 -0.1585
O 2.320406 0.672459 3.878734 -0.2 -0.2 -0.1 -0.3048
C 4.685664 0.814981 5.512655 -0.7 -0.3 -3.0 -2.0575
C 3.486325 -1.347715 5.324792 0.6 -0.3 1.7 -1.5570
C -0.007519 1.618268 5.236474 1.3 -0.1 1.4 -1.9491
H 0.979505 -1.725551 5.776951 -0.1 0.0 0.5 0.3487
H 0.302099 -1.034365 4.406179 -1.0 0.1 0.8 0.1165
H -0.626615 -1.051169 6.097638 0.0 0.0 -0.8 0.3867
H 1.582257 1.642815 7.354084 -1.1 -0.8 0.8 0.4706
H 0.088630 0.572015 7.706205 -1.0 0.4 1.0 0.5493
H 1.767107 -1.416728 7.791748 0.0 -0.5 -0.5 0.3639
H 1.988419 -0.330069 9.050161 0.4 0.4 0.3 0.4059
H 4.179252 -0.651852 7.648478 0.6 -0.7 0.2 0.5327
H 3.656014 0.977147 7.832453 -0.2 -0.4 -0.5 0.3593
H 4.998448 0.586647 4.454957 -0.1 0.0 0.9 0.3053
H 4.507410 1.858977 5.498024 -0.2 1.2 0.3 0.5335
H 5.495440 0.611505 6.156727 0.8 -0.5 0.8 0.4043
H 4.428723 -1.803401 5.635494 0.3 0.3 -0.2 0.4099
H 2.776750 -1.921469 5.892852 -0.5 -0.6 -0.4 0.4150
H 3.397253 -1.424518 4.285697 -0.4 -0.4 -1.5 0.1554
H -1.045935 1.457936 5.486723 -0.3 0.0 -0.1 0.4516
H 0.140239 1.736513 4.173476 -0.2 -0.4 -0.3 0.3289
H 0.339498 2.580072 5.681423 -0.3 -0.6 -0.1 0.3389
H 2.377131 1.564164 3.506770 -0.1 0.0 0.6 0.2619
C -0.418863 -1.613579 -4.145799 2.2 -0.3 -0.1 -1.9772
C 1.046870 -2.068835 -4.396758 -0.4 0.1 -0.6 1.7630
C 1.021388 -2.577436 -5.854983 0.9 0.0 0.9 -1.3003
C 2.471665 -2.688828 -6.358824 -1.3 -0.9 -1.8 -0.7929
C 3.258516 -1.444852 -6.202567 1.9 1.0 0.3 -0.9463
C 3.367480 -0.878745 -4.792952 -1.3 -0.3 1.2 1.3962
N 1.935363 -0.882690 -4.318662 0.0 0.6 -0.7 0.1270
O 1.804380 -0.321920 -3.024701 0.4 0.1 0.5 -0.1259
C 4.267595 -1.748433 -3.907271 0.2 -1.3 0.7 -1.2333
C 3.994483 0.565424 -4.867360 -1.1 -3.0 -0.6 -2.0733
C 1.397298 -3.244044 -3.491807 -0.1 -0.9 0.4 -0.8593
H -1.027235 -2.438811 -4.416002 -0.9 -0.6 -0.2 0.5490
H -0.593770 -0.749589 -4.744753 -0.4 0.6 -0.5 0.6003
H -0.516138 -1.382070 -3.124973 -0.5 0.3 1.3 0.0784
H 0.503971 -3.558067 -5.822820 0.3 0.5 -0.3 0.3944
H 0.397348 -1.865381 -6.355821 -0.1 0.3 -0.9 0.5075
H 2.502170 -2.980358 -7.451243 -0.1 0.1 1.1 0.3304
H 2.862705 -3.510425 -5.810162 0.9 -0.8 0.3 0.3859
H 2.808631 -0.690002 -6.826623 -0.1 0.5 -0.3 0.3675
H 4.340576 -1.521509 -6.496111 -1.0 -0.4 -0.3 0.3727
H 5.333883 -1.682387 -4.170411 -0.3 0.3 0.1 0.4755
H 4.160288 -1.584418 -2.811923 0.1 0.5 -0.8 0.0280
H 4.050171 -2.834690 -3.979453 -0.1 0.6 -0.3 0.2411
H 4.229322 0.913151 -3.904986 0.3 0.6 1.2 0.4127
H 4.882917 0.300317 -5.422963 0.4 0.9 -0.3 0.4764
H 3.299263 1.192771 -5.379743 -0.1 0.7 -0.5 0.4853
H 1.874982 -2.955390 -2.538228 -0.3 -0.2 -0.5 -0.5672
H 2.002926 -3.999462 -4.016917 0.3 0.5 0.3 0.4475
H 0.483361 -3.833108 -3.299476 0.1 0.5 0.3 0.3977
H 1.463649 0.568917 -3.177953 0.0 -0.2 0.0 0.2524
C -3.482381 3.261857 -2.951821 -2.6 -0.7 -0.6 -1.7271
C -3.520962 2.686765 -1.512807 1.4 0.2 -0.2 2.0162
C -2.494145 1.514243 -1.455377 -0.2 0.3 0.2 -1.1528
C -1.006623 1.928632 -1.384742 -1.4 0.8 -0.3 0.7213
C -0.946849 2.768103 -0.095944 1.4 -0.5 -0.2 -0.6634
C -1.723230 4.054752 -0.236557 -0.4 1.0 -0.4 1.4067
N -3.125673 3.671056 -0.455312 -0.9 0.5 0.4 0.2528
O -4.027785 4.808378 -0.441199 0.2 -1.3 0.8 -0.5060
C -1.518020 4.980825 1.011526 -0.7 -2.0 -0.3 -1.9289
C -1.106618 4.891810 -1.393091 -1.1 0.6 0.5 -1.7441
C -4.896249 2.076420 -1.164950 0.5 0.5 -0.8 -1.5531
H -2.565193 3.259007 -3.460437 1.7 -0.7 -0.4 0.4404
H -3.770449 4.286262 -3.138055 -0.6 0.5 0.7 0.3351
H -4.223821 2.668784 -3.580432 1.0 0.6 0.6 0.3441
H -2.717400 1.081139 -0.473298 0.1 -0.6 -0.3 -0.1356
H -2.719430 0.796039 -2.271626 0.1 0.4 0.5 0.6433
H -0.742234 2.609769 -2.249965 0.1 -1.5 0.7 0.2604
H -0.450305 0.984475 -1.326457 0.3 0.8 -0.2 -0.8910
H 0.091746 3.142550 0.057475 -0.4 -0.8 0.4 0.4256
H -1.344016 2.104028 0.715739 0.6 0.9 -0.2 -0.1654
H -1.834087 4.485329 1.951744 0.2 0.4 -0.5 0.3162
H -0.474818 5.226028 1.005839 0.7 0.0 0.4 0.4524
H -2.040195 5.890396 0.851514 -0.7 0.8 0.1 0.4546
H -0.170150 5.320405 -1.113813 0.8 0.1 0.3 0.4920
H -0.974977 4.345605 -2.282164 0.1 -0.5 -1.1 0.4401
H -1.716778 5.762668 -1.653274 -0.2 -0.1 0.1 0.3381
H -5.098402 1.305653 -1.935461 -0.2 0.4 0.4 0.2313
H -5.613829 2.899634 -1.200763 -0.3 -0.4 0.1 0.5020
H -4.891969 1.591532 -0.186495 0.1 0.2 0.0 0.1362
H -3.773580 5.474097 -1.076875 0.5 0.1 -0.8 0.3446
C 3.001491 -1.878354 0.994927 0.7 1.3 3.0 0.6168
O 2.392190 -2.503338 1.865215 -0.4 0.1 -0.8 -0.6663
N 3.050517 -2.254328 -0.288274 -0.1 0.0 -1.0 -0.1981
N 3.753998 -0.762496 1.415653 -0.1 -0.6 -1.6 -0.3801
H 2.291105 -2.880683 -0.529078 0.4 0.1 -0.1 0.1916
H 3.322440 -1.573019 -0.984441 -0.2 -0.2 0.0 0.0387
H 3.503817 -0.365389 2.301992 -0.2 -0.1 0.3 0.1873
H 4.237883 -0.146036 0.763582 -0.4 -0.5 0.3 0.1779
C -3.550984 -3.066634 -1.009349 -2.1 1.7 -3.5 0.7328
O -3.568898 -3.243655 -2.275235 0.1 -0.1 2.7 -0.7888
N -2.627098 -3.600319 -0.216734 0.1 0.2 1.9 -0.3866
N -4.510790 -2.243703 -0.402044 1.3 -1.3 -0.1 -0.5085
H -2.511418 -3.298906 0.757180 -0.2 -0.3 -0.9 0.1919
H -1.904665 -4.138860 -0.620840 0.5 -0.4 -0.4 0.2190
H -5.069319 -1.633129 -0.976944 0.1 -0.2 -0.5 0.3420
H -4.147134 -1.788877 0.406681 -0.1 0.5 0.8 0.2784
```
Forces are in eV/Å.

Summary:
E_tot ... -2250.5156 Ha
Largest force on an atom ... 0.0853 hartree/bohr
Molecular weight ... 688.0 u
Relative energy (zero: lowest compared OMol25 entry of this formula, charge and spin) ... 3.23 kcal per mole
SMILES ... CC1(C)CCCC(C)(C)N1O.CC1(C)CCCC(C)(C)N1O.CC1(C)CCCC(C)(C)N1O.NC(N)=O.NC(N)=O.CO.CO.CO
Orbital gap ... 8.54 eV
HOMO energy ... -8.37 eV